DFT (wB97M-V/def2-TZVPD) results for a cluster of 14 separate species, C56H147N7O28 in total in a non-equilibrium geometry.

Properties
energy relative to the best compared isomer or geometry (same formula, charge and spin) = 82.5 kJ/mol
electronic energy = -128201.2832 eV
Kohn-Sham gap = 9.210 eV
LUMO level = 0.020 Eh
total charge = 0

Each line ends with the Löwdin charge.
Cartesian coordinates (Å):
C -0.203 -0.783 7.381  -0.07
O 0.567 -1.881 6.893  -0.23
C 1.293 -2.605 7.839  -0.23
C 2.201 -3.655 7.197  -0.18
N 1.328 -4.639 6.483  -0.03
C 2.035 -5.996 6.213  -0.15
C 0.998 -6.927 5.557  -0.26
O 0.367 -6.268 4.517  -0.24
C -0.627 -7.068 3.848  -0.07
H -1.026 -1.068 8.085  0.11
H -0.596 -0.235 6.536  0.08
H 0.499 -0.170 7.940  0.08
H 0.721 -3.168 8.534  0.11
H 1.898 -1.849 8.452  0.14
H 2.700 -4.206 7.999  0.12
H 2.975 -3.260 6.538  0.11
H 0.995 -4.374 5.565  0.07
H 2.345 -6.452 7.185  0.13
H 2.815 -5.935 5.488  0.10
H 0.277 -7.205 6.357  0.13
H 1.475 -7.833 5.186  0.12
H -1.177 -6.493 3.136  0.07
H -1.286 -7.487 4.584  0.09
H -0.157 -7.887 3.313  0.09
C -2.777 0.565 3.185  -0.12
O -2.937 -0.079 1.968  -0.21
C -3.819 -1.197 1.976  -0.19
C -4.014 -1.768 0.586  -0.20
N -2.971 -2.720 0.234  -0.04
C -3.042 -3.157 -1.158  -0.21
C -1.967 -4.199 -1.371  -0.19
O -0.777 -3.422 -1.623  -0.24
C 0.382 -4.227 -1.626  -0.09
H -3.297 1.500 3.261  0.07
H -1.715 0.755 3.350  0.09
H -3.148 0.006 4.023  0.07
H -4.810 -0.824 2.372  0.14
H -3.455 -1.989 2.675  0.11
H -4.138 -0.975 -0.196  0.12
H -4.935 -2.351 0.640  0.11
H -2.060 -2.438 0.496  0.08
H -3.036 -2.317 -1.932  0.12
H -4.024 -3.607 -1.261  0.11
H -2.250 -4.821 -2.250  0.13
H -1.926 -4.936 -0.563  0.13
H 0.516 -4.726 -0.697  0.07
H 1.103 -3.445 -1.915  0.09
H 0.328 -4.979 -2.437  0.10
C 3.115 9.706 -1.580  -0.09
O 3.450 8.331 -1.490  -0.19
C 4.628 8.210 -0.737  -0.25
C 4.916 6.775 -0.360  -0.22
N 4.946 5.994 -1.589  -0.03
C 5.955 4.845 -1.507  -0.18
C 5.724 3.991 -2.728  -0.28
O 4.459 3.354 -2.748  -0.20
C 4.474 2.583 -4.018  -0.08
H 3.952 10.279 -1.959  0.08
H 3.076 10.137 -0.598  0.08
H 2.258 9.870 -2.180  0.08
H 4.522 8.849 0.153  0.12
H 5.518 8.629 -1.203  0.12
H 4.128 6.321 0.351  0.13
H 5.818 6.692 0.226  0.11
H 3.990 5.646 -1.702  0.07
H 5.904 4.267 -0.578  0.10
H 7.041 5.172 -1.693  0.14
H 6.462 3.174 -2.674  0.12
H 5.913 4.632 -3.632  0.14
H 5.259 1.835 -4.035  0.08
H 4.578 3.210 -4.896  0.08
H 3.486 2.073 -4.161  0.08
C 0.782 2.382 5.979  -0.07
O -0.609 2.184 5.629  -0.23
C -1.528 2.636 6.608  -0.25
C -2.881 2.545 6.049  -0.20
N -3.135 3.366 4.858  -0.06
C -3.526 4.750 5.121  -0.17
C -3.733 5.471 3.724  -0.21
O -2.601 5.319 2.922  -0.19
C -2.762 5.238 1.551  -0.11
H 1.349 1.766 5.282  0.09
H 1.046 2.106 7.017  0.08
H 0.950 3.475 5.861  0.10
H -1.243 3.612 6.992  0.13
H -1.473 1.811 7.338  0.12
H -3.585 2.813 6.823  0.12
H -2.962 1.497 5.772  0.10
H -2.277 3.371 4.383  0.07
H -2.740 5.282 5.680  0.11
H -4.472 4.713 5.677  0.12
H -4.009 6.513 3.837  0.11
H -4.609 4.974 3.221  0.13
H -3.582 4.604 1.298  0.08
H -1.845 4.887 1.097  0.07
H -3.017 6.171 1.121  0.07
C 1.262 4.320 1.063  -0.07
O 2.009 3.114 0.907  -0.19
C 3.344 3.342 0.612  -0.24
C 4.135 2.100 0.878  -0.23
N 4.365 1.838 2.281  -0.06
C 5.385 0.773 2.356  -0.19
C 5.637 0.629 3.847  -0.22
O 4.514 0.238 4.653  -0.20
C 4.872 -0.087 5.944  -0.14
H 0.190 4.078 1.004  0.07
H 1.518 4.972 0.311  0.04
H 1.380 4.722 2.111  0.11
H 3.704 4.198 1.263  0.13
H 3.485 3.620 -0.432  0.10
H 5.111 2.234 0.469  0.10
H 3.763 1.155 0.494  0.11
H 3.445 1.484 2.658  0.13
H 6.341 1.056 1.837  0.14
H 5.021 -0.162 1.939  0.11
H 5.971 1.532 4.210  0.09
H 6.445 -0.149 4.079  0.14
H 5.606 0.576 6.354  0.08
H 5.310 -1.109 5.929  0.10
H 3.945 -0.102 6.478  0.08
C -2.363 -1.615 -6.965  -0.10
O -1.433 -0.955 -6.157  -0.23
C -1.123 -1.560 -4.861  -0.17
C -0.199 -2.736 -4.892  -0.16
N 1.119 -2.397 -5.497  -0.04
C 1.410 -3.172 -6.705  -0.19
C 1.665 -4.647 -6.412  -0.30
O 2.720 -4.991 -5.616  -0.17
C 3.950 -4.693 -6.300  -0.08
H -1.804 -1.947 -7.870  0.10
H -3.298 -1.045 -7.104  0.07
H -2.596 -2.610 -6.490  0.10
H -2.071 -1.733 -4.352  0.11
H -0.732 -0.759 -4.266  0.11
H -0.600 -3.546 -5.516  0.11
H -0.120 -3.049 -3.836  0.10
H 1.879 -2.518 -4.846  0.09
H 2.202 -2.679 -7.194  0.09
H 0.549 -3.154 -7.468  0.15
H 1.705 -5.086 -7.440  0.12
H 0.815 -5.164 -5.966  0.12
H 3.790 -4.920 -7.395  0.11
H 4.761 -5.219 -5.855  0.07
H 4.240 -3.611 -6.157  0.10
C -2.944 1.724 -2.303  -0.05
O -1.542 1.530 -1.925  -0.20
C -1.334 0.556 -0.953  -0.25
C 0.132 0.297 -0.881  -0.16
N 0.473 -0.963 -0.231  -0.04
C 0.444 -0.762 1.207  -0.14
C 1.183 -1.913 1.924  -0.21
O 0.479 -3.099 1.639  -0.18
C 1.193 -4.207 2.173  -0.08
H -3.299 0.770 -2.695  0.07
H -2.864 2.616 -2.958  0.10
H -3.448 1.894 -1.379  0.08
H -1.895 -0.349 -1.263  0.11
H -1.837 0.786 -0.009  0.12
H 0.609 1.154 -0.401  0.13
H 0.416 0.153 -1.942  0.12
H -0.165 -1.663 -0.518  0.07
H -0.580 -0.745 1.599  0.11
H 0.926 0.155 1.514  0.12
H 1.168 -1.807 2.979  0.09
H 2.247 -1.998 1.697  0.12
H 0.720 -5.099 1.762  0.09
H 1.150 -4.300 3.244  0.06
H 2.195 -4.101 1.900  0.07
C -4.046 2.125 -5.883  -0.21
C -4.829 1.277 -6.861  -0.28
O -5.463 0.176 -6.315  -0.06
O -4.963 2.849 -5.024  -0.10
H -3.435 2.933 -6.328  0.12
H -3.356 1.513 -5.239  0.11
H -4.144 0.981 -7.683  0.12
H -5.556 1.916 -7.366  0.12
H -6.195 0.448 -5.730  0.05
H -4.591 3.642 -4.641  0.07
C 1.763 1.221 -6.714  -0.21
C 0.639 2.137 -7.245  -0.26
O -0.602 1.984 -6.614  -0.08
O 1.487 -0.127 -7.166  -0.10
H 1.857 1.252 -5.582  0.11
H 2.760 1.646 -7.055  0.12
H 0.597 1.963 -8.326  0.12
H 0.809 3.174 -7.077  0.10
H -0.810 1.036 -6.472  0.06
H 1.406 -0.796 -6.464  0.02
C 0.795 5.775 -3.231  -0.22
C 0.918 4.458 -3.799  -0.25
O 2.096 4.380 -4.568  -0.04
O 1.800 5.921 -2.193  -0.07
H -0.200 5.844 -2.828  0.12
H 0.891 6.486 -4.012  0.12
H 0.096 4.306 -4.462  0.12
H 0.932 3.696 -3.064  0.12
H 2.800 4.448 -3.956  0.03
H 1.889 6.885 -2.101  0.07
C -5.251 -6.516 3.144  -0.24
C -5.601 -5.047 2.730  -0.25
O -5.431 -4.806 1.368  -0.05
O -5.274 -6.563 4.561  -0.09
H -4.292 -6.910 2.790  0.11
H -6.036 -7.159 2.692  0.12
H -4.936 -4.374 3.338  0.12
H -6.624 -4.979 2.931  0.10
H -4.549 -4.505 1.258  0.03
H -5.829 -7.320 4.859  0.10
C -1.741 -2.929 5.022  -0.24
C -2.193 -4.295 4.531  -0.19
O -2.756 -4.462 3.198  -0.09
O -0.568 -2.452 4.432  -0.05
H -1.551 -3.164 6.079  0.12
H -2.629 -2.194 4.979  0.13
H -2.971 -4.624 5.238  0.13
H -1.392 -4.997 4.694  0.08
H -2.108 -3.997 2.674  0.06
H -0.014 -2.101 5.099  0.03
C -5.895 -0.539 -3.145  -0.26
C -7.237 -0.840 -3.853  -0.19
O -7.727 0.289 -4.605  -0.08
O -5.970 0.729 -2.548  -0.08
H -4.990 -0.616 -3.742  0.10
H -5.792 -1.342 -2.386  0.11
H -7.965 -1.174 -3.092  0.12
H -7.128 -1.635 -4.583  0.12
H -7.694 1.123 -4.153  0.08
H -5.409 1.364 -3.044  0.07
C 4.228 -1.200 -2.971  -0.23
C 3.088 -0.647 -2.146  -0.26
O 2.991 -1.207 -0.833  -0.09
O 3.969 -2.482 -3.550  -0.10
H 5.147 -1.243 -2.294  0.14
H 4.305 -0.496 -3.837  0.12
H 2.187 -0.852 -2.677  0.09
H 3.148 0.471 -2.080  0.12
H 2.081 -1.201 -0.556  -0.02
H 3.664 -3.125 -2.853  0.11

DFT (wB97M-V/def2-TZVPD) results for a structure of composition C56H152N4O24Zr in a non-equilibrium geometry.

Properties
electronic energy = -116901.2838 eV
Kohn-Sham gap = 6.497 eV
LUMO level = -0.001 Eh
total charge = 0

Each line ends with the Löwdin charge.
Cartesian coordinates (Å):
Zr 1.780 -1.496 0.720  2.00
C 3.880 -5.633 2.188  -0.01
C 3.533 -4.586 3.359  -0.42
C 4.125 -5.012 4.746  -0.16
C 5.644 -4.787 4.769  -0.17
C 5.816 -3.262 4.646  -0.13
C 5.293 -2.674 3.280  -0.44
N 3.854 -3.139 2.975  -0.10
O 3.367 -2.830 1.657  -0.35
C 6.348 -3.134 2.152  -0.02
C 5.384 -1.157 3.370  -0.05
C 2.022 -4.672 3.661  -0.06
H 3.049 -6.050 1.618  0.06
H 4.391 -6.535 2.522  0.07
H 4.591 -5.202 1.483  0.05
H 3.840 -6.057 4.873  0.11
H 3.665 -4.549 5.619  0.11
H 6.078 -5.392 3.973  0.10
H 6.076 -5.154 5.700  0.10
H 6.775 -2.764 4.794  0.11
H 5.088 -2.812 5.320  0.11
H 6.266 -2.672 1.168  0.05
H 6.501 -4.210 2.071  0.06
H 7.302 -2.700 2.450  0.07
H 5.151 -0.718 2.400  0.05
H 6.391 -0.782 3.551  0.09
H 4.682 -0.739 4.091  0.07
H 1.830 -5.691 3.998  0.09
H 1.385 -4.542 2.786  0.05
H 1.729 -3.955 4.428  0.08
C -0.900 1.707 2.178  -0.04
C -1.484 1.609 0.781  -0.47
C -1.913 3.108 0.438  -0.12
C -2.257 3.363 -1.006  -0.19
C -1.026 2.984 -1.769  -0.15
C -0.580 1.492 -1.591  -0.45
N -0.394 1.179 -0.125  -0.08
O 0.089 -0.186 0.028  -0.36
C 0.726 1.419 -2.340  -0.04
C -1.663 0.677 -2.380  -0.02
C -2.662 0.653 0.817  -0.03
H 0.164 1.933 2.097  0.07
H -1.006 0.781 2.743  0.07
H -1.319 2.483 2.819  0.07
H -1.089 3.770 0.705  0.10
H -2.717 3.501 1.060  0.09
H -2.451 4.422 -1.174  0.10
H -3.160 2.814 -1.273  0.10
H -0.261 3.599 -1.295  0.12
H -1.207 3.208 -2.820  0.11
H 1.602 1.965 -1.989  0.07
H 0.521 1.784 -3.347  0.08
H 1.051 0.388 -2.480  0.06
H -1.672 0.953 -3.435  0.09
H -2.626 0.610 -1.874  0.04
H -1.392 -0.379 -2.398  0.05
H -3.339 0.837 -0.018  0.05
H -3.213 0.718 1.755  0.08
H -2.311 -0.379 0.827  0.08
C 3.116 2.571 3.165  -0.06
C 3.811 2.731 1.773  -0.44
C 5.117 3.388 2.268  -0.14
C 6.198 3.387 1.127  -0.19
C 6.366 2.058 0.397  -0.15
C 5.027 1.309 -0.005  -0.48
N 4.052 1.413 1.108  -0.08
O 2.901 0.508 1.174  -0.35
C 5.517 -0.083 -0.316  -0.04
C 4.729 2.127 -1.253  -0.05
C 2.991 3.816 1.002  -0.02
H 3.578 1.778 3.753  0.07
H 2.088 2.218 3.074  0.04
H 3.164 3.444 3.816  0.08
H 5.553 2.930 3.156  0.11
H 5.017 4.426 2.586  0.11
H 7.162 3.820 1.394  0.10
H 5.955 4.207 0.451  0.09
H 6.927 1.374 1.034  0.11
H 7.031 2.360 -0.412  0.12
H 6.079 -0.468 0.535  0.07
H 6.087 -0.025 -1.243  0.09
H 4.686 -0.732 -0.593  0.05
H 3.652 2.088 -1.415  0.06
H 5.233 1.700 -2.120  0.08
H 4.969 3.186 -1.158  0.07
H 2.100 3.417 0.517  0.07
H 3.600 4.434 0.343  0.07
H 2.617 4.608 1.651  0.05
C 1.891 -1.803 -4.421  -0.03
C 1.703 -3.016 -3.481  -0.42
C 1.900 -4.334 -4.333  -0.18
C 3.198 -4.793 -4.746  -0.22
C 4.157 -4.798 -3.542  -0.14
C 4.158 -3.485 -2.639  -0.43
N 2.689 -3.127 -2.365  -0.06
O 2.560 -2.081 -1.311  -0.37
C 5.050 -2.388 -3.396  -0.01
C 4.846 -3.911 -1.364  -0.06
C 0.197 -3.067 -3.012  -0.03
H 2.758 -1.870 -5.077  0.06
H 1.973 -0.900 -3.817  0.06
H 1.059 -1.675 -5.113  0.07
H 1.233 -4.334 -5.194  0.13
H 1.513 -5.134 -3.702  0.12
H 3.665 -4.141 -5.484  0.11
H 3.145 -5.782 -5.202  0.12
H 5.143 -5.016 -3.951  0.11
H 4.033 -5.710 -2.959  0.11
H 4.639 -1.981 -4.320  0.05
H 6.122 -2.568 -3.315  0.08
H 4.847 -1.587 -2.686  0.05
H 5.119 -3.086 -0.706  0.05
H 5.793 -4.409 -1.573  0.09
H 4.257 -4.610 -0.772  0.07
H -0.177 -2.375 -2.257  0.06
H -0.227 -4.055 -2.838  0.06
H -0.371 -2.678 -3.857  0.06
C -2.656 7.746 0.068  -0.18
O -2.566 8.238 1.353  -0.13
H -1.852 8.222 -0.493  0.07
H -2.431 6.683 0.148  0.07
H -3.597 8.105 -0.347  0.08
H -2.032 7.697 1.938  0.03
C -0.185 3.273 6.332  -0.21
O -0.940 2.761 7.345  -0.10
H 0.402 4.143 6.627  0.08
H 0.608 2.551 6.137  0.08
H -0.695 3.548 5.409  0.07
H -1.766 3.247 7.389  0.09
C -7.664 0.940 4.854  -0.11
O -7.331 1.240 3.415  -0.14
H -7.917 1.805 5.466  0.07
H -8.530 0.279 4.882  0.07
H -6.852 0.443 5.385  0.06
H -6.948 2.119 3.382  0.00
C 1.413 -0.560 3.669  -0.06
O 0.882 -1.498 2.683  -0.25
H 1.066 -0.859 4.658  0.08
H 2.494 -0.507 3.538  0.06
H 1.080 0.476 3.619  0.06
H 0.485 -2.189 3.218  0.05
C -1.256 -0.664 -7.611  -0.17
O -2.491 -0.323 -7.076  -0.12
H -1.250 -1.207 -8.556  0.08
H -0.550 0.166 -7.629  0.07
H -0.829 -1.456 -6.996  0.07
H -2.812 0.465 -7.520  0.05
C -8.326 4.436 -3.417  -0.20
O -9.298 4.554 -2.456  -0.10
H -7.756 5.363 -3.367  0.08
H -7.507 3.729 -3.278  0.06
H -8.736 4.248 -4.409  0.08
H -9.802 5.360 -2.591  0.08
C 0.956 -4.530 0.192  -0.11
O 0.451 -3.218 0.407  -0.25
H 0.429 -5.176 0.895  0.09
H 0.623 -4.809 -0.808  0.08
H 1.999 -4.844 0.168  0.08
H -0.481 -3.447 0.373  0.04
C -3.495 -3.239 -0.099  -0.05
O -2.140 -3.740 0.179  -0.16
H -3.697 -2.670 0.808  0.06
H -3.426 -2.529 -0.923  0.07
H -4.202 -4.049 -0.277  0.10
H -2.008 -4.527 -0.354  0.08
C -6.310 -2.265 4.296  -0.14
O -6.435 -2.241 5.739  -0.14
H -6.356 -3.233 3.797  0.08
H -7.016 -1.602 3.794  0.06
H -5.251 -2.012 4.247  0.07
H -7.354 -2.170 6.010  0.07
C -3.275 -5.679 -3.758  -0.09
O -2.176 -5.101 -4.615  -0.15
H -4.214 -5.148 -3.908  0.06
H -3.364 -6.749 -3.948  0.08
H -3.073 -5.484 -2.705  0.05
H -2.022 -4.173 -4.424  0.01
C -4.623 3.398 3.241  -0.12
O -6.022 3.718 3.362  -0.12
H -4.334 2.718 4.042  0.08
H -4.367 2.805 2.363  0.06
H -4.001 4.293 3.234  0.08
H -6.206 3.994 4.263  0.09
C -5.478 1.077 -2.268  -0.12
O -6.727 0.367 -2.254  -0.12
H -4.942 1.109 -1.320  0.05
H -4.828 0.664 -3.041  0.06
H -5.675 2.109 -2.556  0.07
H -7.135 0.415 -3.121  0.09
C -0.300 6.023 -4.334  -0.14
O -0.126 6.976 -5.421  -0.13
H -0.849 5.157 -4.705  0.06
H 0.670 5.765 -3.911  0.08
H -0.926 6.419 -3.534  0.07
H 0.454 7.703 -5.185  0.07
C 0.283 6.111 2.662  -0.13
O -0.458 7.285 3.023  -0.12
H 1.291 6.134 3.076  0.08
H -0.248 5.217 2.991  0.07
H 0.366 5.948 1.587  0.07
H 0.127 8.039 2.916  0.09
C -1.072 -0.085 6.334  -0.13
O -1.593 -1.170 5.625  -0.12
H -1.549 0.793 5.899  0.08
H -1.535 -0.091 7.320  0.09
H 0.018 -0.090 6.356  0.09
H -2.301 -1.541 6.157  0.10
C -1.760 2.874 -7.082  -0.12
O -2.413 2.315 -8.244  -0.14
H -2.352 3.234 -6.240  0.08
H -0.951 2.245 -6.711  0.07
H -1.251 3.643 -7.662  0.09
H -2.294 2.879 -9.012  0.08
C -2.257 -3.564 3.451  -0.15
O -1.095 -2.915 3.730  -0.15
H -2.993 -2.793 3.221  0.08
H -1.872 -4.145 2.612  0.08
H -2.582 -4.184 4.286  0.09
H -1.226 -2.229 4.388  0.02
C -3.875 -1.826 -4.118  -0.11
O -3.229 -2.533 -5.224  -0.13
H -3.113 -1.445 -3.439  0.05
H -4.589 -1.153 -4.594  0.08
H -4.440 -2.435 -3.412  0.07
H -2.989 -1.911 -5.915  0.03
C -6.373 -0.757 0.776  -0.15
O -6.652 -1.576 -0.356  -0.12
H -6.347 0.315 0.579  0.08
H -7.130 -0.875 1.552  0.06
H -5.469 -1.136 1.255  0.05
H -6.439 -1.087 -1.154  0.02
C 3.548 1.756 -4.680  -0.20
O 4.395 2.261 -5.626  -0.10
H 3.566 2.226 -3.696  0.06
H 2.545 1.872 -5.091  0.07
H 3.744 0.693 -4.545  0.07
H 4.418 1.667 -6.380  0.08

- What is the electronic energy in the first record?
  -128201.2832 eV